1.
# H12N2Si4

2 unconnected molecules or ions with the total composition H12N2Si4 at a distorted geometry (the ωB97M-V functional and the def2-TZVPD basis, the Open Molecules 2025 dataset).

For the HOMO energy, the calculation gives -7.30 eV. The calculation puts the max |F| at 1.8 eV Å⁻¹. For the relative energy (zero: lowest compared OMol25 entry of this formula, charge and spin), the calculation gives 0.873 eV. The orbital gap comes out at 7.650 eV. The SMILES is N/[SiH]=[SiH]\[SiH3].N[SiH3].

```
! wB97M-V def2-TZVPD RIJCOSX def2/J DEFGRID3
* xyz 0 1
Si -0.12940 -3.01035 1.02795
H -1.72712 0.55202 -2.03620
H 1.16897 -2.85319 1.71318
N 0.44109 -0.26461 -1.47311
H -0.69361 -4.23067 1.62068
H -0.88141 1.65144 1.06707
N -0.65503 2.06072 0.16155
H 0.83201 0.40311 -2.11415
H 0.94100 3.96294 1.13155
Si -1.15428 -0.15033 -0.86555
H 1.87474 1.85234 0.44806
H 0.25457 -3.42400 -0.33477
H 1.16128 -0.74470 -0.95994
H 1.01674 3.43111 -1.20920
Si -1.27276 -1.00030 1.22141
Si 0.89122 2.88208 0.13943
H -1.44254 2.62402 -0.12470
H -2.71810 -1.40142 1.33918
*
```

***

2.
# C25H27N3O3

C25H27N3O3 in the gas phase (the ωB97M-V functional and the def2-TZVPD basis, the Open Molecules 2025 dataset).

For the HOMO energy, the calculation gives -8.31 eV. The calculation puts the max |F| at 0.7 eV Å⁻¹. For the relative energy (zero: lowest compared OMol25 entry of this formula, charge and spin), the calculation gives 0.458 eV. The orbital gap comes out at 8.683 eV. The SMILES is CCCCCc1nc2c(c(=O)c3ccccc3n2C)c(=O)n1Cc1ccc(OC)cc1.

```
! wB97M-V def2-TZVPD RIJCOSX def2/J DEFGRID3
* xyz 0 1
C -1.54023 -4.70152 -0.53949
N 3.35018 -0.24604 0.69921
C -1.31397 1.15080 -1.90456
C 0.05452 -0.29776 -0.46883
N 1.15029 -0.61850 0.14430
C -3.68192 1.18708 -1.05444
H -3.95630 0.50974 -1.85147
H 7.71925 0.43536 1.76611
H -0.68831 -5.45192 1.29158
O -5.20183 2.98044 1.77759
O 3.48116 3.20200 -1.51221
H -0.75161 -5.10518 -1.17864
H -1.67740 0.31520 -2.50628
C -0.99052 -4.49710 0.86686
C 4.52821 0.47383 0.63255
H 2.26917 -1.84028 1.41406
H -1.05041 1.97970 -2.57460
H 3.50455 -1.23288 2.53870
H 3.98576 -2.19713 1.11851
H 5.66713 -0.84919 1.90193
H -7.05904 3.13259 2.49890
H -2.04114 -0.73524 -0.31867
C 1.03159 1.68856 -1.45502
C -4.66126 1.62167 -0.17641
H -2.52798 -3.70111 -2.14304
C -3.00612 2.92250 0.97977
H 7.82470 2.51299 0.43030
C 3.42424 2.16831 -0.87310
H -5.67313 1.27257 -0.30853
C -2.09579 -3.42737 -1.17820
C 3.28139 -1.45295 1.49372
H -0.96475 -1.73008 0.67363
C -4.32934 2.49351 0.85400
H -1.19862 -1.85976 -2.36472
H -2.90543 -3.03648 -0.55864
C -2.36780 1.61060 -0.93275
H -0.12182 -3.84417 0.85510
H -0.04611 -2.77945 -1.41045
C 2.23995 1.32114 -0.75568
H -2.76312 3.60471 1.77854
H -6.99329 2.93807 0.73024
C -6.55728 2.61695 1.68171
C -2.04299 2.49021 0.09601
O 0.86595 2.64431 -2.17477
H 5.78318 3.27482 -0.78273
C 5.78307 2.37398 -0.18749
C 2.24955 0.16927 0.01870
H -6.69428 1.53682 1.79888
N -0.06607 0.78909 -1.24987
C -1.04157 -2.33283 -1.39333
C 5.67764 0.05181 1.31123
C 6.84499 0.78127 1.23442
H -1.74878 -4.06167 1.51431
C -1.08503 -1.25543 -0.29874
C 6.90636 1.94908 0.48394
H -1.02799 2.84501 0.19525
H -2.34223 -5.44265 -0.50172
C 4.59060 1.65272 -0.12570
*
```

***

3.
# C11H15N

2 unconnected molecules or ions with the total composition C11H15N at a distorted geometry (the ωB97M-V functional and the def2-TZVPD basis, the Open Molecules 2025 dataset).

For the HOMO energy, the calculation gives -7.82 eV. The calculation puts the max |F| at 4.8 eV Å⁻¹. For the relative energy (zero: lowest compared OMol25 entry of this formula, charge and spin), the calculation gives 1.425 eV. The orbital gap comes out at 8.750 eV. The SMILES is Cc1c[nH]c2ccccc12.CC.

```
! wB97M-V def2-TZVPD RIJCOSX def2/J DEFGRID3
* xyz 0 1
H 2.67163 1.72839 1.61880
C 1.03609 -1.70134 -3.04072
C -2.86916 1.69963 0.85702
C 1.63000 2.00375 1.71631
H 0.28440 -0.91118 -2.85400
H 2.06905 -0.73038 0.94689
N -0.02724 -1.24521 0.92875
C -1.17891 -0.49905 1.07932
C 0.65845 0.84482 1.39164
H 1.09583 -1.71490 -4.12421
H 2.25217 -1.35307 -1.25328
H -4.33393 0.24555 0.39869
C 1.05064 -0.41752 1.02287
H 2.84262 -0.54348 -2.73427
H -1.30778 3.01156 1.44672
C -0.75778 0.85948 1.36078
H 1.42686 2.85130 1.09242
C 2.33929 -1.45672 -2.33611
C -2.54679 -0.75775 0.65090
C -1.57521 1.99234 1.27976
H -2.75052 -1.82019 0.69471
H -3.47017 2.52673 0.44602
H -0.08867 -2.20759 1.21846
H 2.96894 -2.34586 -2.47037
H 1.33278 2.18682 2.76644
C -3.28701 0.38214 0.64266
H 0.53440 -2.62827 -2.74620
*
```

***

4.
# C9H20NO6S2

A molecular structure, C9H20NO6S2 at a distorted geometry (the ωB97M-V functional and the def2-TZVPD basis, the Open Molecules 2025 dataset).

For the HOMO energy, the calculation gives -5.40 eV. The calculation puts the max |F| at 4.2 eV Å⁻¹. The orbital gap comes out at 7.620 eV.

```
! wB97M-V def2-TZVPD RIJCOSX def2/J DEFGRID3
* xyz -1 1
H -5.34819 2.08816 0.74851
H -4.14208 2.65820 1.92983
H 1.15068 -2.71357 -0.22194
C -4.39740 2.61155 0.86502
H 2.96802 0.97378 -2.07625
H 1.10478 -5.02970 1.10084
H 1.96264 -1.76734 -2.30417
O 0.90712 -0.18687 2.78051
H 3.37662 -1.02040 -3.21714
H -3.66435 4.26191 0.20782
H -1.77449 2.54200 1.14512
C 2.28566 -0.96470 -3.00153
C 1.19150 -4.00216 1.51871
H 1.66529 -1.06953 -3.91436
C 0.64897 -2.97283 0.73378
O -0.13005 1.76471 1.76028
H -3.13518 0.89666 0.43788
H 2.77890 -1.37766 -0.06325
H 1.72138 -3.84044 2.47442
H 3.73110 0.11486 -0.17228
H 0.44090 -0.55576 -1.34067
C 2.02595 0.48931 -2.40153
H 3.17724 -0.42606 1.47380
S -0.88019 -2.11834 1.23636
O -2.08179 2.65775 0.22780
C 0.97346 0.40762 -1.20389
C -3.29241 1.92112 0.08712
S 0.37663 0.37020 1.50753
O -4.55791 3.94835 0.39776
H 0.28670 1.27393 -1.32360
H 2.05082 1.59777 0.25279
N -0.92053 -0.48088 0.84893
O -1.95633 -2.76642 0.41724
O -1.07946 -2.41801 2.68365
H 1.51000 1.04964 -3.21230
C 1.65141 0.55868 0.19626
C 2.90597 -0.37833 0.39883
H -3.53140 1.90281 -0.97789
*
```

***

- Among the records above, which one has the highest max |F|?
  C11H15N

***

Please write out number 2 again, unchanged.
# C25H27N3O3

C25H27N3O3 in the gas phase (the ωB97M-V functional and the def2-TZVPD basis, the Open Molecules 2025 dataset).

For the HOMO energy, the calculation gives -8.31 eV. The calculation puts the max |F| at 0.7 eV Å⁻¹. For the relative energy (zero: lowest compared OMol25 entry of this formula, charge and spin), the calculation gives 0.458 eV. The orbital gap comes out at 8.683 eV. The SMILES is CCCCCc1nc2c(c(=O)c3ccccc3n2C)c(=O)n1Cc1ccc(OC)cc1.

```
! wB97M-V def2-TZVPD RIJCOSX def2/J DEFGRID3
* xyz 0 1
C -1.54023 -4.70152 -0.53949
N 3.35018 -0.24604 0.69921
C -1.31397 1.15080 -1.90456
C 0.05452 -0.29776 -0.46883
N 1.15029 -0.61850 0.14430
C -3.68192 1.18708 -1.05444
H -3.95630 0.50974 -1.85147
H 7.71925 0.43536 1.76611
H -0.68831 -5.45192 1.29158
O -5.20183 2.98044 1.77759
O 3.48116 3.20200 -1.51221
H -0.75161 -5.10518 -1.17864
H -1.67740 0.31520 -2.50628
C -0.99052 -4.49710 0.86686
C 4.52821 0.47383 0.63255
H 2.26917 -1.84028 1.41406
H -1.05041 1.97970 -2.57460
H 3.50455 -1.23288 2.53870
H 3.98576 -2.19713 1.11851
H 5.66713 -0.84919 1.90193
H -7.05904 3.13259 2.49890
H -2.04114 -0.73524 -0.31867
C 1.03159 1.68856 -1.45502
C -4.66126 1.62167 -0.17641
H -2.52798 -3.70111 -2.14304
C -3.00612 2.92250 0.97977
H 7.82470 2.51299 0.43030
C 3.42424 2.16831 -0.87310
H -5.67313 1.27257 -0.30853
C -2.09579 -3.42737 -1.17820
C 3.28139 -1.45295 1.49372
H -0.96475 -1.73008 0.67363
C -4.32934 2.49351 0.85400
H -1.19862 -1.85976 -2.36472
H -2.90543 -3.03648 -0.55864
C -2.36780 1.61060 -0.93275
H -0.12182 -3.84417 0.85510
H -0.04611 -2.77945 -1.41045
C 2.23995 1.32114 -0.75568
H -2.76312 3.60471 1.77854
H -6.99329 2.93807 0.73024
C -6.55728 2.61695 1.68171
C -2.04299 2.49021 0.09601
O 0.86595 2.64431 -2.17477
H 5.78318 3.27482 -0.78273
C 5.78307 2.37398 -0.18749
C 2.24955 0.16927 0.01870
H -6.69428 1.53682 1.79888
N -0.06607 0.78909 -1.24987
C -1.04157 -2.33283 -1.39333
C 5.67764 0.05181 1.31123
C 6.84499 0.78127 1.23442
H -1.74878 -4.06167 1.51431
C -1.08503 -1.25543 -0.29874
C 6.90636 1.94908 0.48394
H -1.02799 2.84501 0.19525
H -2.34223 -5.44265 -0.50172
C 4.59060 1.65272 -0.12570
*
```

***

- What is the max |F| in the first record?
  1.8 eV Å⁻¹

***

- The highest orbital gap belongs to which entry?
  C11H15N